DFT (ωB97M-V/def2-TZVPD) results for a molecular structure, C25H18BrCo2O7S at a distorted geometry.

The highest occupied orbital energy comes out at -0.12581 Ha. The value obtained for the gap between HOMO and LUMO is 5.333 eV.

Geometry as ORCA input:
```
! RIJCOSX wB97M-V def2-TZVPD def2/J DEFGRID3
* xyz -1 1
C -4.2339 1.2907 4.1877
S -3.7167 0.2587 2.7614
C -4.2548 1.4034 1.4402
C -2.0425 0.5508 2.7248
C -1.1381 -0.5393 2.7992
C 0.3529 -0.2466 2.8004
C 0.8943 1.0484 2.8285
C 2.2818 1.2573 2.8403
C 3.1578 0.1644 2.8304
Br 5.0149 0.3866 2.8542
C 2.6280 -1.1338 2.8021
C 1.2453 -1.3282 2.7883
O -1.5440 -1.7210 2.8686
H -5.3290 1.3133 4.1808
H -3.8724 0.7864 5.0898
H -3.8016 2.2946 4.0899
H -5.3503 1.4007 1.4503
H -3.8462 2.4001 1.6525
H -3.8772 0.9995 0.4935
H -1.7345 1.5886 2.6913
H 0.2177 1.8975 2.8448
H 2.6721 2.2647 2.8584
H 3.2752 -1.9996 2.7928
H 0.8524 -2.3425 2.7701
O -7.4379 -3.6198 -2.8957
C -7.0518 -2.5447 -3.0531
Co -6.2902 -0.9477 -3.0310
C -6.3829 -0.4196 -4.7182
O -6.2979 -0.0165 -5.7975
C -7.5544 -0.0232 -2.2244
O -8.2481 0.5548 -1.5024
C -4.3838 -0.3578 -2.2938
C -4.9597 -1.3175 -1.4889
C -5.6765 -1.4601 -0.3306
C -5.9895 -2.6953 0.3328
C -7.0866 -2.7234 1.2244
C -7.4764 -3.9004 1.8515
C -6.7500 -5.0825 1.6171
C -5.6348 -5.0692 0.7667
C -5.2598 -3.8822 0.1374
Co -3.3802 -1.7746 -2.8534
C -1.9226 -1.4954 -1.9662
O -1.0299 -1.2726 -1.2551
C -3.1291 -1.2938 -4.5103
O -2.9982 -0.9486 -5.6084
C -3.6075 -3.5105 -3.0094
O -3.8356 -4.6502 -3.0399
H -4.1296 0.6772 -2.0905
H -6.1237 -0.5492 0.0677
H -7.6026 -1.7766 1.3823
H -8.3340 -3.8919 2.5336
H -7.0459 -6.0023 2.1247
H -5.0534 -5.9799 0.5955
H -4.3880 -3.8356 -0.5090
*
```